33
Properties=species:S:1:pos:R:3:forces:R:3:lowdin_spin:R:1 method="wB97M-V/def2-TZVPD" spin_multiplicity=5 relative_energy_kj_mol=216.5 molar_mass_g_mol=367.5 e_lumo_ev="-0.110 / -2.112" homo_energy_ev="-7.26 / -7.98" orbital_gap_ha="0.263 / 0.216"
C 0.0357 -1.4061 -1.9943 -0.5 -0.7 -0.2 0.001
C -1.2408 -1.2601 -1.3464 -0.2 -0.9 -0.6 -0.007
C -1.1296 -1.7101 0.0023 -0.2 -0.7 -0.4 0.000
C 0.2327 -2.1549 0.2162 -0.1 -0.8 -0.6 0.017
C 0.9488 -1.9992 -1.0430 -0.4 -0.5 0.3 0.020
Os 0.3757 -0.1828 -0.2862 2.5 5.2 2.0 0.189
C -1.3054 1.8438 -1.1264 -1.8 -0.9 1.2 0.536
C -0.6139 2.8536 -1.9364 1.5 -2.1 -0.2 0.669
C 0.6527 2.9434 -2.4710 -1.5 1.0 -0.5 0.364
N 1.9584 0.2114 1.1320 -0.4 1.1 -3.0 1.823
H -1.9213 -1.7101 0.7546 0.3 0.1 -0.4 0.000
H -2.1512 -0.9331 -1.8505 0.4 0.1 0.4 -0.002
H 0.6675 -2.5144 1.1290 -0.1 -0.2 0.1 0.003
H 1.9789 -2.2318 -1.2236 0.2 -0.2 0.0 0.004
H 0.2927 -1.1948 -3.0265 -0.3 0.1 0.2 0.000
H -2.2183 1.2930 -1.6901 2.1 1.7 1.2 0.033
H 1.7395 0.5058 -1.3423 -1.7 -0.8 1.3 0.030
H -1.5911 1.8219 0.0606 1.3 0.5 -3.0 0.045
H 0.6422 3.3283 -3.5872 0.5 -0.8 2.3 0.037
H 1.6419 2.7515 -1.9320 -1.5 0.3 -0.7 0.036
C 1.2857 -0.7400 3.1949 -0.4 -0.6 0.7 0.074
C -0.2115 -0.5508 2.9092 0.0 -0.1 0.3 0.004
C -0.9237 0.0286 4.1392 0.0 -0.2 0.0 0.003
C -0.5288 0.3671 1.7624 0.7 0.0 -2.0 0.061
H 1.7242 0.2018 3.5449 0.0 -0.2 -0.1 0.004
H 1.8441 -1.0588 2.2980 -0.3 -0.2 0.9 0.025
H 1.4269 -1.4961 3.9743 -0.1 0.0 0.2 0.009
H -0.6431 -1.5427 2.6846 0.0 0.2 0.2 0.001
H -0.4804 0.9975 4.4028 -0.1 -0.2 0.0 0.000
H -1.9862 0.1877 3.9255 0.1 0.0 0.1 0.001
H -0.8281 -0.6516 4.9867 0.0 0.1 0.1 0.000
H -1.6062 0.4559 1.5907 0.0 0.0 0.3 0.005
H -0.1002 1.3656 1.9146 -0.1 -0.1 0.0 0.014